Computed, not measured: a structure of composition C5H13NS at a distorted geometry, with wB97M-V/def2-TZVPD.

Results
Energy relative to the best compared isomer or geometry (same formula, charge and spin) ... 2.100 eV
Strongest force on any atom ... 4.9 eV/Å
Kohn-Sham gap ... 0.321 Ha

Last column: Mulliken charge in e.
Element x y z (Å)
C  -0.86  -0.53  1.23  -1.630
C  -1.41  1.57  0.04  -1.471
C  -1.30  -0.65  -1.33  -1.280
C  2.90  -0.73  0.54  -0.970
C  -0.88  0.18  -0.10  1.374
N  0.88  0.62  -0.51  -0.562
S  1.87  -0.69  -0.95  -0.030
H  -0.74  -1.58  1.05  0.348
H  -0.06  -0.15  1.89  0.334
H  -1.84  -0.29  1.47  0.510
H  -0.85  2.15  0.83  0.324
H  -2.56  1.48  0.26  0.349
H  -1.37  2.15  -0.84  0.417
H  -2.38  -0.81  -1.28  0.402
H  -0.96  -0.06  -2.23  0.286
H  -0.69  -1.63  -1.28  0.336
H  2.62  -1.31  1.35  0.325
H  3.08  0.30  0.89  0.287
H  3.84  -1.17  0.38  0.390
H  0.74  1.14  -1.43  0.260